Computed, not measured: a molecular structure, C27H13BF19GeN5RuS3, with wB97M-V/def2-TZVPD.

```
70
Properties=species:S:1:pos:R:3
Ru 0.85233 -0.69792 -0.88123
S 1.66617 -3.06502 -1.38804
C 3.02164 -2.65366 -0.40462
S 3.48229 -0.99189 -0.39856
C 3.70521 -3.60117 0.33251
C 4.79062 -3.27285 1.15802
N 5.68421 -3.06320 1.84911
C 3.33605 -4.95505 0.36133
N 3.09038 -6.07660 0.42645
F -3.58534 1.50833 3.14253
C -3.03083 2.09905 2.08007
C -1.90656 1.53795 1.50850
C -1.28708 2.25484 0.50268
F -0.12625 1.80258 -0.00071
C -1.81105 3.43360 -0.01006
F -1.18149 4.08473 -0.99539
C -2.99290 3.93241 0.52684
F -3.54343 5.04686 0.03639
C -3.58801 3.27736 1.59985
F -4.69394 3.77715 2.16462
Ge -1.26976 -0.32412 1.95235
S 0.81573 -0.74326 1.63489
C -2.64987 -1.64055 1.27051
C -3.92071 -1.72150 1.80435
F -4.24832 -0.91825 2.82097
C -4.86080 -2.63006 1.33705
F -6.08272 -2.67909 1.88148
C -4.52789 -3.49132 0.29855
F -5.42006 -4.38279 -0.13954
C -3.25212 -3.43858 -0.25281
F -2.90546 -4.27123 -1.23341
C -2.34135 -2.51556 0.24596
F -1.11068 -2.47748 -0.28714
C -1.39049 -0.42696 3.95723
C -1.67909 -1.59765 4.62947
F -2.07031 -2.65943 3.90945
C -1.57809 -1.70606 6.01075
F -1.86339 -2.85289 6.63516
C -1.17489 -0.59931 6.75068
F -1.06919 -0.68233 8.08090
C -0.87935 0.59566 6.10243
F -0.50408 1.66756 6.81209
C -0.97523 0.64757 4.71890
F -0.66436 1.78639 4.07771
C 4.70177 0.55950 -3.77139
N 3.27391 0.39377 -3.63631
C 2.80482 -0.96151 -3.79011
C 2.51085 1.33821 -3.02908
N 1.51335 1.02993 -2.27118
N 2.88079 2.64659 -3.30177
C 3.08705 3.04789 -4.67703
C 2.35127 3.70003 -2.46609
H 5.21747 -0.11921 -3.08402
H 4.97674 1.57801 -3.51563
H 5.01761 0.33629 -4.79396
H 2.97010 -1.27788 -4.82444
H 1.73586 -1.01115 -3.56795
H 3.33903 -1.65176 -3.13132
H 0.87653 1.79758 -2.07974
H 3.35360 2.18873 -5.28224
H 3.88435 3.79203 -4.73206
H 2.17544 3.48980 -5.09423
H 2.41221 3.38773 -1.42553
H 1.31704 3.96769 -2.70998
H 2.97532 4.58178 -2.60756
F -1.74151 -0.03584 -0.78726
B -1.96267 -0.02100 -2.21242
F -0.81857 -0.65359 -2.74224
F -2.01673 1.28456 -2.59463
F -3.09517 -0.70445 -2.50008
```

Results
charge = -1
lowest unoccupied orbital energy (spin up / spin down) = 0.3 / 1.2 eV
frontier orbital gap (spin up / spin down) = 6.2 / 7.1 eV
DFT total energy = -179578.5689 eV
maximum force = 0.058 hartree/bohr
spin multiplicity = 2
molecular weight = 1049.1 g/mol

Electronic structure analysis, natural (NBO) charges in units of e: 0.844 0.059 -0.235 0.015 -0.458 0.304 -0.345 0.301 -0.340 -0.298 0.349 -0.480 0.356 -0.319 0.306 -0.301 0.277 -0.289 0.262 -0.293 1.373 -0.520 -0.521 0.398 -0.310 0.240 -0.295 0.292 -0.288 0.262 -0.284 0.428 -0.319 -0.510 0.353 -0.302 0.259 -0.290 0.289 -0.289 0.242 -0.293 0.402 -0.313 -0.409 -0.433 -0.413 0.660 -0.823 -0.450 -0.406 -0.416 0.210 0.219 0.189 0.189 0.237 0.215 0.388 0.220 0.195 0.189 0.224 0.190 0.203 -0.589 1.343 -0.557 -0.552 -0.540